{"formula": "C26H52IN3O2Si2", "method": "ωB97M-V/def2-TZVPD", "e_homo_ev": -5.14, "homo_lumo_gap_ev": 1.109, "spin_multiplicity": 1, "max_force_ev_per_a": 1.05, "lumo_energy_ev": -4.0, "symbols": ["I", "Si", "Si", "O", "O", "N", "N", "N", "C", "C", "C", "C", "C", "C", "C", "C", "C", "C", "C", "C", "C", "C", "C", "C", "C", "C", "C", "C", "C", "C", "C", "C", "C", "C", "H", "H", "H", "H", "H", "H", "H", "H", "H", "H", "H", "H", "H", "H", "H", "H", "H", "H", "H", "H", "H", "H", "H", "H", "H", "H", "H", "H", "H", "H", "H", "H", "H", "H", "H", "H", "H", "H", "H", "H", "H", "H", "H", "H", "H", "H", "H", "H", "H", "H", "H", "H"], "xyz": [[-6.9684, -2.2706, -0.2275], [4.6964, -0.3708, 2.2259], [6.8658, 1.7076, 1.9352], [-3.2679, 0.7126, -2.4814], [-0.3747, -0.1938, 2.5091], [-5.2117, 1.6276, -1.8095], [5.3387, 1.1729, 2.4100], [-5.4983, -1.9425, -1.7898], [-4.0463, 3.7993, 0.9958], [-4.4659, 0.7553, -2.5550], [5.6586, -1.7234, 3.1407], [-0.2391, -0.0188, -3.0155], [-6.1313, -1.1293, -2.8892], [-2.3544, -2.6281, -2.5969], [-1.3804, -1.9066, -1.6759], [-1.2110, -1.1206, 3.1480], [-4.5418, 3.3769, -0.2457], [7.1714, 1.5895, 0.0675], [0.3334, 0.7202, 0.4052], [-4.6931, 2.0178, -0.5211], [-0.1126, -1.3845, -2.3314], [-3.6983, 2.8696, 1.9733], [-0.5355, 1.2771, -0.7542], [2.9426, -0.3946, 2.9244], [-3.4331, -3.3163, -1.7312], [-4.8641, -3.2450, -2.2344], [-3.8405, 1.5086, 1.6946], [8.2939, 0.8025, 2.7905], [0.0995, 1.1943, -2.1519], [-5.1791, -0.1497, -3.5263], [-4.3408, 1.0890, 0.4547], [-0.2560, -0.4870, 1.1203], [7.0488, 3.5336, 2.3864], [4.5377, -0.9220, 0.4152], [-0.7007, 2.3309, -0.5522], [6.3269, 2.0073, -0.4837], [-1.8613, -3.3773, -3.2067], [-4.7561, -1.4154, -1.3278], [0.4706, -0.0206, -3.8412], [5.5088, -1.1633, -0.0215], [2.3173, 0.3257, 2.3954], [1.3185, 0.4947, 0.0160], [-0.9777, -2.1394, 2.8275], [0.7069, -1.3575, -1.6201], [-1.9418, -1.1235, -1.1729], [-3.1837, -4.3576, -1.5644], [1.1802, 1.2426, -2.0388], [0.4274, -1.3354, 1.0277], [8.0310, 3.9212, 2.0944], [3.9102, -1.8187, 0.3343], [6.2843, 4.1279, 1.8817], [6.9351, 3.6710, 3.4635], [8.4130, -0.2146, 2.4109], [-5.4068, -4.0428, -1.7463], [2.4883, -1.3871, 2.8114], [-3.3209, 3.1670, 2.9360], [-0.1985, 2.0887, -2.6913], [0.4247, 1.4878, 1.1631], [-3.5621, 0.7658, 2.4225], [5.0854, -2.6574, 3.1720], [-3.3952, -2.8542, -0.7438], [0.1708, -2.1051, -3.0957], [8.0699, 2.1492, -0.2154], [-2.8532, -1.9147, -3.2510], [7.3155, 0.5556, -0.2539], [5.8589, -1.4161, 4.1683], [4.0780, -0.1325, -0.1835], [-4.4365, 0.0243, 0.2835], [-4.4312, -0.6505, -4.1236], [9.2414, 1.3274, 2.6251], [-1.5191, 0.8207, -0.7182], [-6.4925, -1.8299, -3.6309], [-1.0574, -1.0609, 4.2184], [8.1207, 0.7503, 3.8667], [-1.2412, -0.7553, 0.7410], [-4.8023, 4.1016, -0.9996], [-4.9538, -3.3538, -3.3068], [-2.2645, -0.9257, 2.9193], [-1.0949, -2.6215, -0.9028], [-6.2047, 1.4365, -1.8180], [-7.0088, -0.6468, -2.4826], [6.6117, -1.9412, 2.6543], [-5.7690, 0.4664, -4.2039], [2.9395, -0.1371, 3.9850], [-1.2134, 0.0920, -3.4788], [-3.9298, 4.8508, 1.1977]], "lowdin_charge": [0.911, 0.229, 0.230, 0.112, -0.196, 0.138, -0.196, -0.416, -0.058, -0.493, -0.196, -0.200, -0.231, -0.177, -0.226, -0.121, -0.007, -0.199, -0.140, -0.237, -0.170, -0.058, -0.183, -0.196, -0.174, -0.210, -0.052, -0.198, -0.188, -0.076, -0.031, -0.239, -0.211, -0.196, 0.103, 0.017, 0.118, 0.066, 0.105, 0.008, 0.002, 0.097, 0.088, 0.110, 0.073, 0.124, 0.110, 0.120, 0.012, 0.010, 0.013, 0.014, 0.008, 0.072, 0.018, 0.108, 0.103, 0.114, 0.087, 0.013, 0.111, 0.108, 0.015, 0.090, 0.007, 0.020, 0.009, 0.080, 0.120, 0.015, 0.064, 0.127, 0.090, 0.019, 0.087, 0.112, 0.129, 0.061, 0.117, 0.140, 0.064, 0.008, 0.140, 0.024, 0.083, 0.104]}